(1)
# C30H28BeN2Si

C30H28BeN2Si as an isolated structure in a non-equilibrium geometry (the ωB97M-V functional and the def2-TZVPD basis, the Open Molecules 2025 dataset).

Each line ends with the Löwdin charge.
Atoms and positions in Å:
C -1.737 -0.371 -1.017  -0.131
C -1.257 -1.624 -0.586  -0.169
C -1.260 -1.654 0.840  -0.145
H -0.976 -2.462 -1.224  0.081
C -1.777 -0.417 1.317  -0.168
C -2.082 0.411 0.152  -0.212
H -2.781 1.251 0.154  0.115
H -1.907 -0.070 -2.052  0.097
H -0.970 -2.508 1.456  0.095
H -2.106 -0.230 2.339  0.081
Be -0.407 1.083 0.689  0.233
C 1.652 -0.381 0.499  -0.070
H 0.774 -0.395 -0.158  -0.025
H 2.209 0.565 0.522  0.039
H 1.480 -0.807 1.495  0.036
Si 2.721 -2.302 -1.284  0.760
C 3.735 -1.693 -2.687  -0.326
C 3.400 -2.082 -4.005  -0.109
H 2.643 -2.857 -4.161  0.102
C 3.989 -1.432 -5.095  -0.091
H 3.690 -1.697 -6.112  0.102
C 4.951 -0.435 -4.890  -0.092
H 5.395 0.081 -5.743  0.102
C 5.353 -0.107 -3.589  -0.092
H 6.137 0.639 -3.426  0.102
C 4.750 -0.729 -2.484  -0.097
H 5.045 -0.460 -1.465  0.102
C 3.143 -3.920 -0.535  -0.319
C 3.632 -4.973 -1.332  -0.096
H 4.080 -4.756 -2.303  0.099
C 3.500 -6.292 -0.884  -0.088
H 3.832 -7.116 -1.518  0.102
C 2.938 -6.561 0.371  -0.089
H 2.802 -7.590 0.703  0.101
C 2.586 -5.503 1.219  -0.088
H 2.193 -5.706 2.216  0.103
C 2.738 -4.182 0.793  -0.100
H 2.514 -3.347 1.464  0.096
H 1.339 -2.384 -1.803  0.006
H 2.544 -1.283 -0.173  -0.052
C 1.832 2.764 -2.259  -0.064
C 0.989 1.811 -1.687  -0.091
N 0.394 2.036 -0.487  0.036
C 0.562 3.256 0.116  -0.138
C 1.335 4.293 -0.445  -0.159
C 2.000 4.008 -1.654  -0.024
C 1.387 5.522 0.299  -0.013
C 0.696 5.690 1.483  -0.012
C -0.061 4.622 2.083  -0.156
C -0.804 4.677 3.282  -0.020
C -1.469 3.541 3.729  -0.067
C -1.348 2.335 3.032  -0.078
N -0.641 2.255 1.888  0.054
C -0.060 3.394 1.392  -0.137
H 2.349 2.497 -3.184  0.105
H 0.798 0.841 -2.151  0.118
H 2.641 4.770 -2.091  0.110
H 1.995 6.332 -0.112  0.114
H 0.722 6.646 2.013  0.114
H -0.854 5.616 3.826  0.112
H -2.088 3.549 4.620  0.101
H -1.818 1.417 3.386  0.102

Cartesian forces (eV/Å) of the 3 atoms listed first:
C -0.306 -0.374 0.892
C -0.353 0.338 0.470
C -0.645 0.515 -0.362

Computed properties:
E ... -42821.543 eV
Orbital gap (alpha / beta) ... 4.746 / 6.425 eV
HOMO (alpha / beta) ... -0.1913 / -0.2398 Ha

(2)
# C5H16NO

A 2-piece molecular cluster, C5H16NO overall in a non-equilibrium geometry (the ωB97M-V functional and the def2-TZVPD basis, the Open Molecules 2025 dataset).

Each line ends with the Löwdin charge.
Atoms and positions in Å:
C -2.149 0.642 0.574  -0.034
C -0.835 -0.118 0.540  -0.352
C -0.154 -0.146 -0.897  -0.151
C 1.153 -0.998 -0.989  -0.240
C 2.383 -0.172 -0.804  -0.102
N -0.915 -1.568 0.953  0.198
H -2.763 0.379 1.468  0.102
H -1.765 1.657 0.623  0.070
H -2.787 0.550 -0.327  0.104
H -0.194 0.413 1.253  0.132
H -0.146 0.778 -1.452  0.117
H -0.821 -0.839 -1.488  0.121
H 1.069 -1.419 -2.010  0.125
H 1.009 -1.839 -0.291  0.083
H 3.116 -0.269 -1.610  0.083
H 2.987 -0.302 0.088  0.072
H 2.157 0.932 -0.772  0.080
H -1.466 -1.596 1.813  0.169
H -1.504 -2.046 0.257  0.178
H 0.013 -2.045 1.000  0.163
H -0.131 3.104 0.513  0.057
H 1.160 2.425 1.163  0.064
O 0.584 2.474 0.396  -0.039

Cartesian forces (eV/Å) of the 3 atoms listed first:
C -0.423 -0.688 0.036
C 1.633 0.910 -1.743
C -1.405 -2.790 0.396

Computed properties:
Total charge ... +1
E ... -8975.053 eV
ΔE to the lowest compared entry with this formula, charge and spin ... 33.71 kcal/mol
Orbital gap ... 11.443 eV
HOMO ... -0.5456 Ha

(3)
# C26H54ClN6O14

A 10-piece molecular cluster, C26H54ClN6O14 overall in a non-equilibrium geometry (the ωB97M-V functional and the def2-TZVPD basis, the Open Molecules 2025 dataset).

Each line ends with the Löwdin charge.
Atoms and positions in Å:
N -0.234 0.879 -3.310  0.253
H -0.018 -0.145 -3.347  0.050
H -0.996 1.108 -2.648  0.080
H -0.510 1.230 -4.221  0.117
H 0.707 1.272 -3.084  0.071
N 0.363 -1.733 -0.301  0.293
H -0.247 -2.112 0.476  0.082
H 0.629 -2.418 -1.021  0.066
H 1.208 -1.355 0.130  0.086
H -0.091 -0.969 -0.807  0.073
N -0.571 -4.721 0.340  0.188
H 0.149 -4.509 -0.394  0.057
H -1.055 -3.817 0.503  -0.009
H -0.018 -5.010 1.144  0.124
H -1.246 -5.458 0.190  0.114
N -2.605 -2.086 -2.554  0.271
H -1.662 -2.014 -2.988  0.055
H -2.475 -2.684 -1.703  0.077
H -3.244 -2.463 -3.244  0.120
H -3.004 -1.165 -2.326  0.090
C -2.747 1.675 1.026  -0.008
C -3.981 2.369 1.332  -0.350
C -4.919 2.785 0.119  -0.374
O -5.960 3.411 0.289  -0.024
C -4.557 2.249 -1.168  -0.032
C -3.433 1.480 -1.345  -0.399
C -2.414 1.284 -0.251  -0.384
O -1.237 0.803 -0.480  -0.130
O -3.302 0.897 -2.490  -0.152
O -4.398 2.508 2.474  0.016
H -2.008 1.543 1.802  0.071
H -5.312 2.398 -1.929  0.090
C -2.687 -2.169 2.929  0.004
C -4.088 -2.023 3.022  -0.341
C -4.998 -2.293 1.815  -0.392
O -6.198 -1.962 1.838  -0.006
C -4.520 -3.003 0.717  -0.006
C -3.110 -3.290 0.647  -0.304
C -2.132 -2.775 1.793  -0.295
O -0.885 -3.014 1.692  -0.142
O -2.548 -3.749 -0.379  -0.141
O -4.483 -1.554 4.122  -0.008
H -2.074 -1.749 3.710  0.095
H -5.170 -3.238 -0.113  0.094
O -0.022 -1.786 -3.116  -0.356
C 0.888 -2.728 -3.533  -0.394
C 0.787 -4.115 -2.815  -0.433
O 1.369 -4.181 -1.554  -0.363
H 1.947 -2.451 -3.383  0.086
H 0.917 -2.914 -4.626  0.072
H 1.311 -4.807 -3.506  0.065
H -0.210 -4.594 -2.772  0.079
Cl 4.583 -1.207 0.791  0.634
O 4.832 0.180 0.503  -0.386
O 4.322 -1.455 2.198  -0.379
O 3.412 -1.603 0.004  -0.399
O 5.669 -2.066 0.394  -0.382
C 3.077 0.221 -4.770  -0.070
C 3.157 0.554 -3.275  -0.250
N 2.416 1.775 -2.896  -0.217
C 2.914 2.951 -3.625  -0.253
C 4.424 3.309 -3.582  -0.077
C 2.554 1.982 -1.443  -0.244
C 1.773 3.130 -0.835  -0.060
H 2.020 0.237 -5.034  0.069
H 3.436 -0.773 -5.028  0.072
H 3.745 0.965 -5.208  0.053
H 2.710 -0.220 -2.640  0.108
H 4.177 0.487 -2.873  0.125
H 2.558 2.866 -4.655  0.102
H 2.414 3.847 -3.255  0.096
H 5.046 2.549 -4.055  0.059
H 4.579 4.317 -3.962  0.064
H 4.719 3.311 -2.531  0.065
H 3.641 2.058 -1.287  0.101
H 2.444 1.033 -0.909  0.109
H 2.278 4.054 -1.138  0.057
H 1.833 3.085 0.250  0.065
H 0.740 3.261 -1.156  0.081
C -0.174 3.422 2.812  -0.068
C 0.318 2.749 4.112  -0.274
N -0.160 1.398 4.283  -0.172
C 0.242 0.433 3.243  -0.238
C 1.743 0.395 2.967  -0.074
C 0.076 0.812 5.584  -0.266
C -0.740 1.545 6.667  -0.107
H 0.142 4.447 2.622  0.064
H -1.256 3.420 2.943  0.075
H 0.129 2.803 1.966  0.047
H 1.378 2.918 4.357  0.105
H -0.206 3.319 4.887  0.093
H -0.066 -0.594 3.431  0.099
H -0.249 0.679 2.298  0.084
H 2.217 0.037 3.882  0.072
H 1.886 -0.391 2.221  0.050
H 2.151 1.272 2.467  0.070
H 1.130 0.892 5.897  0.104
H -0.212 -0.237 5.585  0.113
H -0.221 2.447 6.995  0.053
H -0.691 0.984 7.613  0.054
H -1.813 1.571 6.486  0.080

Cartesian forces (eV/Å) of the 3 atoms listed first:
N 0.131 0.819 -0.388
H -0.652 -1.442 0.143
H 0.093 -0.484 0.537

Computed properties:
Total charge ... -3
E ... -77954.224 eV
Orbital gap ... 4.984 eV
HOMO ... 0.0150 Ha